1.
ORCA calculation (the ωB97M-V functional and the def2-TZVPD basis) on a 12-piece molecular cluster, C42H117N9O15 overall.

```
183
Properties=species:S:1:pos:R:3:forces:R:3:mulliken_charge:R:1
C -2.1317 -0.3455 -8.1957 -1.4 -0.8 0.9 -1.4431
C -1.6420 -0.1412 -6.7342 1.3 -1.5 -2.0 0.8337
C -1.5683 -1.4562 -5.9572 -2.1 -0.6 -1.0 -1.1268
O -1.0008 -1.2449 -4.6928 0.3 -0.5 0.0 0.2187
C -0.2802 -2.3559 -4.2061 1.3 -0.4 -0.4 -0.8326
N -0.2670 0.3631 -6.9097 0.9 0.7 2.4 -0.7414
H -2.8613 -1.1643 -8.2648 -0.1 0.0 0.2 0.3533
H -1.3497 -0.6495 -8.8857 0.3 0.5 0.1 0.3339
H -2.6907 0.5309 -8.5157 0.4 0.1 -0.3 0.3827
H -2.2843 0.5632 -6.2098 0.3 0.2 0.1 0.1153
H -1.1826 -2.2837 -6.5710 1.4 0.5 0.1 0.4146
H -2.5770 -1.9104 -5.9135 -0.4 0.6 0.8 0.3436
H -0.8091 -3.3110 -4.2482 -0.5 0.2 0.4 0.7913
H 0.1558 -2.1484 -3.2302 -0.7 0.1 0.3 -0.5377
H 0.6344 -2.5559 -4.7865 -0.1 0.3 -0.5 0.5823
H 0.3945 -0.3466 -7.2270 -0.8 -0.3 -1.0 0.3504
H 0.0886 0.3347 -5.9399 -0.1 0.9 -0.1 0.1495
C 3.1687 -0.2267 2.9418 1.1 -1.0 0.2 -0.9552
C 4.2408 0.2858 1.9636 -1.2 1.6 0.5 0.8398
C 5.5197 -0.4680 2.0201 1.3 -0.5 -0.4 -0.8508
O 5.9866 -0.5896 3.3491 -0.1 0.8 0.5 -0.2998
C 7.3121 -1.0299 3.4896 0.1 -1.0 -0.9 -0.7907
N 3.8400 0.5006 0.5829 0.0 -0.8 -0.8 -0.1333
H 2.8463 -1.2329 2.6550 -0.6 0.3 -0.4 0.0365
H 2.3896 0.4993 3.1633 -0.3 -0.2 -0.5 0.1203
H 3.6485 -0.4435 3.9014 0.2 0.4 0.1 0.6463
H 4.4254 1.3205 2.2792 0.4 -0.2 0.4 -0.1458
H 6.2626 0.0386 1.3888 0.0 0.3 0.2 0.4831
H 5.4600 -1.4543 1.5324 -0.4 -0.3 0.3 0.2542
H 7.7781 -0.8197 4.4497 -0.6 0.3 0.2 0.2567
H 7.9770 -0.6289 2.7168 -0.1 0.2 -0.1 0.3153
H 7.2998 -2.1204 3.3620 0.3 -0.1 0.0 0.2855
H 4.0179 -0.2779 -0.0454 0.0 -0.2 0.3 -0.0683
H 2.8480 0.6746 0.4816 -0.1 0.4 0.1 -0.1268
C 0.7979 -5.5578 -3.2604 0.0 0.9 0.2 -0.4378
C 1.2623 -6.1925 -1.9459 -0.3 -0.9 -1.4 0.8758
C 0.1197 -6.0504 -0.9430 -0.5 0.9 1.9 -0.9757
O -0.5430 -4.7657 -0.8893 -0.4 -0.1 -1.4 -0.3946
C 0.3396 -3.7017 -0.6453 -0.2 0.2 0.9 1.4032
N 1.5040 -7.6413 -2.2671 0.4 0.8 0.9 -0.7984
H 0.5132 -4.5386 -2.9962 -0.3 -0.1 -0.5 -0.5909
H -0.0496 -6.0808 -3.7050 -0.2 -0.1 0.4 0.4224
H 1.5144 -5.4844 -4.0827 0.5 -0.2 0.4 0.4825
H 2.2182 -5.7819 -1.6107 -0.3 0.5 0.1 0.0589
H 0.3216 -6.0929 0.1385 1.2 -1.0 -0.2 0.3045
H -0.6234 -6.8328 -1.0954 -0.2 0.3 -0.5 0.3387
H 0.9439 -3.4553 -1.5212 0.3 0.0 0.2 -0.5362
H 0.9237 -3.9007 0.2653 0.5 -0.2 -0.3 0.2945
H -0.2200 -2.8102 -0.3524 -0.4 -0.2 -0.4 -1.0837
H 2.0368 -7.6128 -3.1313 0.0 -0.3 -0.1 0.2766
H 2.1905 -7.9181 -1.5662 -0.2 -0.6 -0.1 0.3197
C 3.8118 0.0228 -5.1032 2.0 0.0 -0.3 -1.9403
C 3.2611 -0.2564 -3.7360 -0.1 -0.5 0.2 1.5361
C 3.9111 -1.4683 -3.0615 -0.1 0.2 -0.6 -1.1491
O 3.2311 -1.7408 -1.8728 -0.6 0.2 0.6 0.2151
C 3.8188 -2.7482 -1.0439 -0.9 0.4 -1.4 -0.7084
N 3.3741 0.8997 -2.8625 -0.7 0.1 0.3 -0.3627
H 3.4459 0.9788 -5.4757 -0.3 -0.2 -0.3 0.4214
H 3.7621 -0.7900 -5.8314 -0.7 0.1 0.0 0.4280
H 4.9006 0.1581 -5.0117 0.0 0.2 0.1 0.4130
H 2.2224 -0.5572 -3.9250 -0.3 0.3 0.6 -0.7519
H 4.9834 -1.3019 -2.8874 0.0 0.1 0.1 0.3659
H 3.8246 -2.2947 -3.7824 0.1 -0.2 0.2 0.3796
H 4.7197 -2.3237 -0.6028 0.3 -0.6 0.1 0.3719
H 3.9154 -3.6038 -1.7207 0.9 -0.3 0.5 0.4451
H 3.0760 -3.0327 -0.3025 0.1 0.3 0.2 -0.1507
H 4.2767 0.9910 -2.4143 0.0 -0.1 0.0 0.2245
H 3.1473 1.7700 -3.3279 0.0 0.0 -0.1 0.1971
C -3.8358 0.9015 -2.8113 1.3 1.0 -0.1 -0.4067
C -4.0807 -0.5175 -2.3618 -0.2 -0.1 -0.4 1.7655
C -5.0383 -1.2504 -3.3301 0.0 0.0 0.7 -0.6077
O -6.3644 -0.7826 -3.1534 0.6 0.8 -0.3 -0.4354
C -7.0316 -1.2814 -2.0237 -1.4 -0.7 -0.8 -0.5818
N -2.7723 -1.1770 -2.2091 -0.9 -0.4 0.1 0.0051
H -4.6565 1.6104 -2.7460 -0.2 -0.3 0.1 0.4705
H -3.3735 1.0230 -3.7995 -0.5 -0.6 -0.3 -0.2444
H -2.9972 1.2851 -2.2196 -0.4 0.1 0.4 -0.3146
H -4.5519 -0.4657 -1.3749 0.0 -0.1 0.0 -0.8517
H -5.0285 -2.3463 -3.2508 0.2 0.0 0.5 0.4634
H -4.6906 -1.0557 -4.3477 -0.4 0.3 -0.1 0.0861
H -8.0110 -0.7963 -2.0195 0.1 0.2 0.0 0.2756
H -6.6243 -1.1523 -1.0198 0.6 0.1 -0.2 0.1393
H -7.2634 -2.3325 -2.2479 0.2 -0.2 0.6 0.3437
H -2.4362 -1.3424 -3.1561 0.4 0.0 0.2 -0.5427
H -2.9772 -2.0850 -1.7928 0.4 -0.1 -0.1 0.1201
C 0.6740 5.0188 2.1050 0.4 0.9 0.4 -1.1637
C 2.0249 4.2864 2.2274 -1.6 -1.2 1.0 0.3675
C 2.2272 3.8464 3.6880 0.2 0.2 0.3 0.1311
O 2.2073 4.9665 4.5586 0.2 -0.3 -0.1 -0.3580
C 2.8507 4.7729 5.7890 -0.2 1.2 1.2 -0.8167
N 1.9692 3.0249 1.4769 0.3 0.6 -0.7 0.3278
H 0.7094 5.8814 2.7791 -0.2 0.2 -0.2 0.5981
H -0.2131 4.4462 2.3908 0.3 -0.5 0.1 -0.1862
H 0.4809 5.3625 1.0861 0.2 0.0 0.0 0.3660
H 2.8162 4.9427 1.8712 0.2 -0.2 0.0 0.5082
H 3.1407 3.2744 3.8850 0.3 0.1 -0.6 0.4947
H 1.4233 3.1450 3.9550 -0.2 0.2 -0.1 -0.5987
H 2.8489 5.7546 6.2717 0.1 0.1 -0.2 0.3251
H 3.8990 4.4650 5.7936 0.0 -0.3 -0.7 0.3188
H 2.3253 4.1714 6.5392 -0.3 -0.6 -0.5 0.2836
H 1.2241 2.4442 1.8519 0.0 0.1 0.1 -0.3922
H 1.6292 3.3112 0.5600 0.3 -0.6 -0.3 -0.3216
C -2.8036 5.9024 -0.5195 -0.4 -0.4 0.0 -1.6624
C -2.8178 4.5992 0.3039 -0.7 0.9 -0.1 1.2056
C -4.2244 4.0309 0.5596 -0.3 -0.8 -1.3 -0.8103
O -4.7372 3.5216 -0.7032 0.2 -0.3 0.4 -0.3257
C -5.9825 2.9024 -0.5029 -0.6 0.2 0.3 -0.8673
N -1.9823 3.6374 -0.4591 -0.9 -0.7 0.8 -0.0835
H -3.3847 5.7778 -1.4359 0.5 -0.3 -0.3 0.3394
H -1.7361 6.0221 -0.6915 -0.2 0.6 -0.5 0.2943
H -3.2714 6.7909 -0.0901 0.3 -0.1 0.6 0.3971
H -2.4036 4.8513 1.2827 0.3 -0.3 0.0 -0.2151
H -5.0354 4.6911 0.8757 0.6 0.6 0.6 0.5533
H -4.1625 3.1625 1.2233 0.0 0.1 0.3 0.2933
H -6.0082 2.0882 0.2321 0.6 -0.2 -0.1 0.2728
H -6.3657 2.5214 -1.4465 0.1 0.1 -0.1 0.3033
H -6.7093 3.6141 -0.0890 -0.1 0.2 -0.2 0.3717
H -2.7044 3.0142 -0.8310 0.4 0.1 -0.7 0.0669
H -1.5390 2.9641 0.1681 0.2 0.4 0.2 -0.2864
C -1.9460 1.4428 3.3470 -0.4 1.3 0.7 0.0332
C -1.3489 2.0873 4.6040 -0.5 0.2 -0.7 2.5622
C -1.9389 3.4563 4.9485 -0.3 0.0 0.0 -0.8766
O -1.1617 3.9081 6.0433 0.5 -0.1 0.4 -0.3737
C -1.0747 5.3025 6.3227 -1.4 -0.8 -1.1 -0.7317
N -1.6104 1.2315 5.7848 1.9 0.7 0.7 -0.8697
H -2.9911 1.2057 3.5519 0.1 -0.4 -0.1 0.4608
H -1.3802 0.5754 3.0180 -0.1 0.0 0.0 -0.4961
H -1.9665 2.2255 2.5817 0.2 -0.3 -0.4 -0.5104
H -0.3268 2.4083 4.3592 0.3 -0.9 0.5 -1.4783
H -2.9963 3.3263 5.2152 0.0 0.2 0.2 0.4129
H -1.8941 4.1699 4.1187 0.2 -0.1 -0.1 0.2571
H -0.6905 5.8400 5.4516 0.5 0.0 0.2 0.2075
H -0.4818 5.4006 7.2233 0.0 0.2 0.0 0.2411
H -2.1079 5.6496 6.4373 0.1 0.4 0.5 0.3678
H -1.3655 1.8698 6.5505 -0.8 0.1 0.2 0.4136
H -0.8015 0.6291 5.9701 -0.3 -0.6 -0.8 0.2623
C 3.1860 -4.9135 3.4001 0.2 -0.3 -0.5 -1.0313
C 2.5060 -4.4302 4.6962 -0.2 -0.8 -2.3 0.7283
C 0.9973 -4.4208 4.5436 -0.8 1.0 -0.3 -0.9296
O 0.5785 -3.7247 3.3649 -0.2 0.0 -0.2 -0.2110
C 0.3600 -2.3538 3.5605 0.8 0.8 1.1 -0.1599
N 2.8239 -5.3530 5.7782 0.4 0.3 0.1 -0.7147
H 4.2443 -5.0622 3.6331 0.0 -0.1 -0.1 0.4271
H 3.1518 -4.2526 2.5296 -0.2 0.4 0.3 -0.0717
H 2.7773 -5.8515 3.0081 0.0 -0.2 0.4 0.3222
H 2.8374 -3.3875 4.7160 0.1 -0.1 1.3 -0.0073
H 0.5846 -3.9291 5.4312 -0.2 -0.1 0.0 0.2981
H 0.5037 -5.3868 4.4290 0.5 -0.4 0.3 0.4627
H -0.5749 -2.0626 4.0569 -0.4 -0.6 -0.3 0.3190
H 0.4778 -1.7685 2.6498 -0.1 -0.4 -0.2 -0.5145
H 1.1216 -1.9779 4.2587 0.1 0.2 -0.2 0.4777
H 2.4732 -6.2518 5.4511 -0.2 0.0 0.2 0.3150
H 3.8296 -5.5045 5.7707 0.0 0.2 0.3 0.3214
C -5.0084 -2.2227 1.5569 -0.1 1.4 -0.3 -0.2585
C -3.7801 -2.9370 2.0465 0.1 -0.3 1.2 -0.6764
O -2.5686 -2.4821 1.4797 0.0 -0.3 -0.9 -0.0247
O -4.8655 -0.7899 1.6684 -0.2 -0.5 0.1 -0.5844
H -5.8988 -2.5016 2.1212 0.1 -0.1 0.2 0.3940
H -5.2335 -2.4144 0.5036 0.2 -0.5 0.0 0.1449
H -3.9643 -4.0065 1.9032 0.6 0.0 -0.4 0.3591
H -3.6157 -2.8229 3.1258 -0.8 0.1 0.1 0.3498
H -2.3386 -1.6600 1.9256 -0.2 0.1 0.0 -0.1940
H -4.3467 -0.5178 0.9040 0.2 0.2 0.2 0.1119
C 1.2521 4.8315 -2.3267 -0.1 -1.3 0.5 -0.0599
C 1.0357 4.3661 -3.7635 -0.7 1.0 -0.3 -0.7728
O 0.7028 2.9816 -3.8002 0.3 -0.2 0.1 -0.1327
O 2.3410 4.1373 -1.7263 0.6 0.2 0.0 -0.6770
H 0.3598 4.5957 -1.7314 -0.3 0.0 -0.4 -0.0481
H 1.4322 5.8919 -2.1567 0.2 0.1 -0.7 0.4600
H 1.8775 4.5302 -4.4480 0.3 0.2 0.5 0.4018
H 0.1797 4.9093 -4.1904 0.1 0.2 0.2 0.4346
H 0.6060 2.8056 -4.7420 -0.1 -0.4 0.1 0.1027
H 2.2565 3.1898 -1.8928 -0.3 0.0 0.2 0.1374
C -0.6640 0.0194 0.2588 -1.2 2.6 0.9 2.2514
C -0.0264 0.2071 -1.0889 1.3 -0.1 -1.7 0.8232
O 1.1112 1.0522 -0.9239 0.4 -0.2 0.5 0.9817
O -2.0377 0.5061 0.2275 0.0 -1.6 -0.3 2.1037
H -0.2386 0.8057 0.8926 0.6 -0.3 -0.1 -1.3055
H -0.6021 -0.8867 0.8630 0.2 -0.5 -0.8 -0.8231
H -0.6003 0.7072 -1.8791 -1.0 0.0 0.8 -0.1641
H 0.2732 -0.6944 -1.6423 0.1 -0.4 0.7 -0.8156
H 1.7674 0.8220 -1.6003 0.3 0.1 -0.1 -0.8417
H -2.4183 -0.1522 -0.3846 -0.3 0.5 -0.1 -0.9551
```
Forces are in eV/Å.

- energy above the lowest of the compared OMol25 structures with the same formula, charge and spin (kJ/mol) = 328.9
- energy (eV) = -89565.899
- SMILES = COC[C@H](C)N.COC[C@H](C)N.COC[C@H](C)N.COC[C@H](C)N.COC[C@H](C)N.COC[C@H](C)N.COC[C@H](C)N.COC[C@H](C)N.COC[C@H](C)N.OCCO.OCCO.OCCO


2.
ORCA calculation (the ωB97M-V functional and the def2-TZVPD basis) on C27H24N2O6PdS2Te as an isolated structure.

```
63
Properties=species:S:1:pos:R:3:forces:R:3:mulliken_charge:R:1
Pd -0.0500 -0.1438 -0.1551 -0.1 -0.9 0.0 0.3583
C 5.1971 -0.7611 -3.2083 0.0 0.0 0.0 -0.4252
C 5.6260 -0.3618 -1.9453 0.0 0.0 0.0 -0.4941
C 4.7401 -0.3457 -0.8803 0.2 0.0 0.0 -0.3609
C 3.4257 -0.7324 -1.0928 -0.5 -0.1 0.4 -0.5805
C 2.9809 -1.1123 -2.3484 0.1 0.0 -0.2 0.0406
C 3.8756 -1.1344 -3.4098 -0.1 0.0 0.1 -0.7436
N 2.4157 -0.7302 -0.0739 0.5 0.4 -0.3 1.3029
N 2.8248 -0.6741 1.0908 -0.5 -0.1 0.3 -0.6676
C 1.7474 -0.6106 2.0459 0.6 0.1 -0.3 -0.0509
C 2.1400 -0.6473 3.3799 -0.1 0.0 0.2 -0.4062
C 1.1926 -0.5286 4.3814 0.0 0.0 -0.1 -0.5200
C -0.1443 -0.3557 4.0280 -0.1 0.0 0.1 -0.5688
C -0.5377 -0.3202 2.6994 0.1 0.0 -0.1 -0.9138
C 0.4043 -0.4546 1.6815 0.1 0.0 0.2 0.6588
H 5.8937 -0.7637 -4.0386 0.0 0.0 0.0 0.3550
H 6.6533 -0.0512 -1.7955 0.0 0.0 0.0 0.3527
H 5.0421 -0.0237 0.1072 0.0 0.0 0.0 0.4181
H 1.9356 -1.3712 -2.4752 0.0 0.0 0.0 0.3850
H 3.5295 -1.4251 -4.3936 0.0 0.0 0.0 0.4086
H 3.1941 -0.7558 3.6069 0.0 0.0 0.0 0.3934
H 1.4884 -0.5565 5.4230 0.0 0.0 0.0 0.3432
H -0.8936 -0.2482 4.8050 0.0 0.0 0.0 0.3734
H -1.5767 -0.1870 2.4236 0.0 0.0 0.0 0.5739
O -3.2385 2.0110 -1.7214 -0.1 -0.1 0.0 -0.7395
S -2.9117 0.6285 -1.4377 0.3 0.3 -0.2 1.5166
O -3.7247 -0.3463 -2.1475 -0.1 0.0 0.0 -0.7506
O -2.7382 0.3086 -0.0317 0.0 -0.1 0.1 -0.4817
C -1.2490 0.4623 -2.3065 -0.4 0.5 -0.1 0.7206
C -1.2906 -0.4289 -3.3972 0.1 -0.1 0.2 -0.6166
C -0.3620 -0.3834 -4.4112 0.0 -0.1 0.0 -0.7560
C 0.6436 0.5812 -4.3881 0.1 0.0 -0.1 -0.5193
C 0.7383 1.4397 -3.3210 0.0 -0.1 0.2 -1.0321
C -0.1813 1.3876 -2.2608 -0.1 -0.1 0.1 -0.0555
S 0.2835 2.5228 -0.9099 -0.1 0.2 -0.2 1.2826
O 1.6036 1.9923 -0.5493 0.1 0.1 -0.1 -0.5833
O 0.3307 3.8423 -1.5039 0.0 0.0 0.1 -0.7943
O -0.6908 2.3192 0.1486 0.0 0.0 0.0 -0.5520
H -2.1060 -1.1371 -3.4146 0.0 0.0 0.0 0.4997
H -0.4304 -1.0811 -5.2385 0.0 0.0 0.0 0.3260
H 1.3592 0.6464 -5.2007 0.0 0.0 0.0 0.4121
H 1.5328 2.1723 -3.2643 0.0 0.0 0.0 0.4241
C 0.7086 -8.6196 0.3196 0.0 0.0 0.0 -1.4578
C 0.2655 -7.1827 0.2313 0.0 0.0 0.0 0.7872
C -1.0639 -6.8457 0.0223 0.0 0.0 0.0 -1.0765
C -1.4915 -5.5230 -0.0635 0.0 0.0 0.0 0.7744
C -2.9585 -5.2762 -0.2896 0.0 0.0 0.0 -1.7984
C -0.5634 -4.4652 0.0621 0.0 -0.1 -0.1 -0.5347
Te -1.4068 -2.4958 -0.0868 -0.1 0.2 0.0 0.2339
C 0.7802 -4.8063 0.2776 0.0 0.0 0.0 1.5648
C 1.8273 -3.7473 0.4348 0.1 0.0 0.0 -0.3502
C 1.1696 -6.1406 0.3569 0.0 0.0 0.0 -0.7943
H -0.1381 -9.2971 0.1949 0.0 0.0 0.0 0.3295
H 1.1709 -8.8413 1.2854 0.0 0.0 0.0 0.3090
H 1.4441 -8.8629 -0.4520 0.0 0.0 0.0 0.3057
H -1.8028 -7.6367 -0.0795 0.0 0.0 0.0 0.1456
H -3.4912 -6.2241 -0.3946 0.0 0.0 0.0 0.3476
H -3.1301 -4.6718 -1.1829 0.0 0.0 0.0 0.3292
H -3.3959 -4.7122 0.5377 0.0 0.0 0.0 0.3300
H 1.3574 -2.7709 0.4613 0.0 0.0 0.0 -0.9449
H 2.5362 -3.7570 -0.3987 0.0 0.0 0.0 0.2884
H 2.3993 -3.8805 1.3573 0.0 0.0 0.0 0.3192
H 2.2214 -6.3621 0.5269 0.0 0.0 0.0 0.3595
```
Forces are in eV/Å.

- energy above the lowest of the compared OMol25 structures with the same formula, charge and spin (kJ/mol) = 165.9
- energy (eV) = -76097.504
- total charge = -2


The evaluated frontier orbital gap for the records listed, in turn: 8.79; 5.76 eV.